Entry 1:
Density functional theory data (ωB97M-V with the def2-TZVPD basis set) for 5 unconnected molecules or ions with the total composition C2H14O4.

```
20
Properties=species:S:1:pos:R:3:forces:R:3:nbo_charge:R:1
C -1.546036 1.229766 -3.591572 0.004 0.451 -0.868 -0.622
C -2.822811 0.527139 -4.063941 -0.071 0.727 0.418 -0.610
H -1.270961 2.006373 -4.313093 0.034 -0.025 0.007 0.186
H -0.726523 0.530263 -3.570027 0.370 -0.176 0.168 0.217
H -1.589501 1.747826 -2.638178 -0.280 -0.319 0.253 0.212
H -2.900762 -0.437396 -3.572470 -0.267 -0.170 -0.133 0.205
H -3.706474 1.130434 -3.837276 -0.023 -0.139 0.222 0.191
H -2.850640 0.431828 -5.148264 0.259 -0.368 -0.033 0.193
H 0.755153 -2.792016 0.350194 0.117 -0.090 -0.248 0.353
H 2.276910 -2.957097 0.717101 -0.037 -0.042 -0.254 0.322
O 1.419626 -2.623897 1.043272 -0.115 0.175 0.567 -1.430
H -0.323700 0.464554 3.557023 0.259 0.104 -0.073 0.502
H -0.236223 1.145761 4.898576 -0.002 0.011 -0.070 0.454
O -0.663604 1.232885 4.041193 -0.163 -0.065 0.140 -0.973
H 1.280833 0.117073 -0.768803 0.108 0.047 -0.142 0.460
H 2.568151 0.857416 -1.111065 -0.247 -0.116 -0.019 0.444
O 1.631753 0.810988 -1.353015 0.135 0.001 0.145 -1.033
H 1.191722 -1.508168 2.503951 -0.152 0.166 -0.223 0.508
H 2.213342 -0.741481 3.280542 -0.068 0.236 0.055 0.452
O 1.261184 -0.753448 3.126883 0.140 -0.408 0.088 -1.031
```
Forces are in eV/Å.

Calculated values
highest occupied orbital energy (spin up / spin down): 0.358 / -7.535 eV
total charge: -1
orbital gap (spin up / spin down): 3.097 / 10.948 eV
spin multiplicity: 2
energy relative to the best compared isomer or geometry (same formula, charge and spin): 0.0000 eV
⟨S²⟩: 0.75

Entry 2:
Density functional theory data (ωB97M-V with the def2-TZVPD basis set) for 5 unconnected molecules or ions with the total composition C2H14O4.

```
20
Properties=species:S:1:pos:R:3:forces:R:3:nbo_charge:R:1
C 2.302344 -0.286025 0.324227 -0.564 0.244 1.042 -0.606
C 1.190698 -1.124949 1.006592 0.986 0.158 -0.939 -0.605
H 2.882738 -0.890200 -0.361264 0.006 0.121 -0.352 0.202
H 2.965181 0.070136 1.114304 0.267 -0.086 -0.119 0.202
H 1.906454 0.621257 -0.127812 0.028 -0.071 -0.367 0.194
H 1.636475 -2.115001 1.097940 -0.404 -0.150 0.562 0.204
H 0.930578 -0.683065 1.962520 -0.164 -0.220 0.115 0.203
H 0.315064 -1.222863 0.371770 0.001 0.008 0.096 0.203
H -0.353653 1.700863 -0.336392 -0.102 0.152 -0.159 0.497
H -0.940805 3.075376 -0.247736 -0.236 0.064 0.099 0.486
O -0.887125 2.259178 0.257857 0.472 -0.221 -0.052 -0.983
H -2.396320 -1.623892 -1.419104 -0.132 -0.061 -0.319 0.480
H -1.629725 -1.099936 -0.244573 0.036 0.016 -0.073 0.506
O -1.513356 -1.329026 -1.187194 -0.056 0.110 0.408 -0.979
H -0.722897 0.218245 -1.959380 -0.023 -0.004 -0.118 0.506
H 0.620115 0.694287 -2.526568 -0.029 0.021 -0.019 0.474
O -0.228104 1.023003 -2.211076 0.082 -0.187 0.199 -0.983
H -1.648562 0.717586 0.983826 -0.239 0.434 0.133 0.504
H -2.264881 0.042773 2.225678 0.060 -0.023 0.057 0.482
O -2.164228 -0.047750 1.276380 0.008 -0.305 -0.193 -0.987
```
Forces are in eV/Å.

Calculated values
highest occupied orbital energy: -11.431 eV
total charge: 0
orbital gap: 12.156 eV
SMILES: CC.O.O.O.O
spin multiplicity: 1
energy relative to the best compared isomer or geometry (same formula, charge and spin): 0.0000 eV

Entry 3:
Density functional theory data (ωB97M-V with the def2-TZVPD basis set) for 5 unconnected molecules or ions with the total composition C2H14O4.

```
20
Properties=species:S:1:pos:R:3:forces:R:3:nbo_charge:R:1
C 3.358506 5.230883 1.987780 -0.496 -0.532 -0.457 -0.609
C 2.604671 5.318079 0.632094 0.270 0.688 0.661 -0.613
H 4.168002 5.955136 1.988142 0.174 -0.140 0.157 0.202
H 2.698245 5.454069 2.818326 -0.102 0.194 0.126 0.204
H 3.747993 4.233311 2.179793 0.173 -0.009 -0.024 0.203
H 2.856241 4.547903 -0.091034 0.292 0.028 0.010 0.206
H 2.891011 6.305377 0.268433 -0.299 -0.155 -0.654 0.203
H 1.520444 5.316257 0.730315 -0.012 -0.075 0.181 0.203
H -0.486225 -2.485449 -0.604404 0.077 0.015 -0.289 0.495
H -1.484967 -2.665301 0.499687 0.067 0.027 0.109 0.478
O -0.719040 -3.095870 0.102374 -0.174 -0.016 0.134 -0.963
H -3.775495 -4.015458 -1.454391 -0.182 -0.105 0.051 0.470
H -2.996415 -3.919466 -0.179998 -0.081 -0.253 0.082 0.478
O -3.721683 -3.493477 -0.647243 0.084 0.187 -0.231 -0.950
H -2.571280 -1.111007 -2.523160 0.287 0.486 0.019 0.472
H -2.107696 -2.474667 -2.669798 0.483 -0.204 -0.057 0.468
O -1.746744 -1.578840 -2.712810 -0.707 -0.315 0.203 -0.939
H -1.271837 -6.574432 0.151676 0.212 -0.193 0.196 0.475
H -1.216923 -5.074694 -0.190137 0.410 0.177 0.073 0.491
O -1.746808 -5.872358 -0.285646 -0.476 0.196 -0.290 -0.974
```
Forces are in eV/Å.

Calculated values
highest occupied orbital energy: -11.566 eV
total charge: 0
orbital gap: 12.135 eV
SMILES: CC.O.O.O.O
spin multiplicity: 1
energy relative to the best compared isomer or geometry (same formula, charge and spin): 0.5321 eV

Entry 4:
Density functional theory data (ωB97M-V with the def2-TZVPD basis set) for 5 unconnected molecules or ions with the total composition C2H14O4S.

```
21
Properties=species:S:1:pos:R:3:forces:R:3:nbo_charge:R:1
C 1.341380 -0.986479 1.474998 0.202 -0.331 -0.339 -0.747
S 0.830595 0.676347 1.905886 0.029 0.364 -0.008 0.136
C 0.953685 1.487895 0.269397 -0.012 -0.558 0.988 -0.720
H 1.694452 -1.545043 2.346218 -0.241 0.265 -0.005 0.234
H 2.167535 -0.943197 0.767388 0.138 0.116 0.013 0.223
H 0.544217 -1.532545 0.983712 -0.195 -0.147 0.107 0.211
H 0.614597 2.508377 0.451775 0.466 0.043 -0.298 0.226
H 1.974184 1.347352 -0.062044 0.190 0.631 -0.159 0.228
H 0.316079 1.019601 -0.454092 -0.517 -0.234 -0.281 0.225
H -2.092385 -0.080900 0.578563 -0.312 0.084 0.142 0.508
H -2.801356 -0.442442 -0.746823 -0.052 0.126 0.057 0.476
O -2.061591 -0.677454 -0.183529 0.366 -0.419 -0.187 -0.995
H -0.524952 -2.104888 -2.410683 0.153 -0.010 -0.153 0.474
H -0.416874 -1.581030 -1.008658 -0.099 0.299 -0.024 0.504
O 0.117099 -1.718601 -1.806626 -0.137 -0.237 0.174 -0.974
H -2.909314 1.253179 2.679524 0.060 -0.035 0.112 0.485
H -1.541768 1.467787 1.976144 -0.028 -0.204 0.230 0.489
O -2.459752 1.192781 1.834432 -0.019 0.236 -0.268 -0.972
H 1.326872 -0.256861 -2.264350 0.060 -0.013 0.046 0.492
H 1.209647 0.431134 -3.576785 0.291 0.233 0.125 0.461
O 1.717649 0.484989 -2.754447 -0.342 -0.211 -0.272 -0.963
```
Forces are in eV/Å.

Calculated values
highest occupied orbital energy: -8.693 eV
total charge: 0
orbital gap: 9.216 eV
SMILES: CSC.O.O.O.O
spin multiplicity: 1
energy relative to the best compared isomer or geometry (same formula, charge and spin): 0.3601 eV

Entry 5:
Density functional theory data (ωB97M-V with the def2-TZVPD basis set) for 5 unconnected molecules or ions with the total composition C2H14O4S2.

```
22
Properties=species:S:1:pos:R:3:forces:R:3:nbo_charge:R:1
C -0.834650 -1.731108 1.535446 1.106 0.013 0.345 -0.624
C 0.615631 -1.501028 1.112967 -0.440 0.258 -0.122 -0.535
S 1.424144 -0.143761 1.989157 0.711 -0.541 0.506 0.099
S 0.399708 1.562107 1.802231 -0.666 0.700 -0.567 -0.150
H -1.386207 -0.888158 1.191113 -0.698 0.725 -0.278 0.211
H -0.943845 -1.769001 2.624061 0.005 -0.274 -0.204 0.218
H -1.217924 -2.614952 1.050131 -0.231 -0.449 0.053 0.204
H 0.681788 -1.405931 0.029435 0.146 0.248 0.081 0.226
H 1.309920 -2.284376 1.394583 -0.079 -0.489 0.095 0.227
H -0.627478 1.420665 2.664858 0.156 -0.162 0.082 0.120
H -2.479888 0.686667 -1.979927 0.330 0.106 0.149 0.494
H -2.022925 2.154402 -1.616327 0.143 -0.179 0.067 0.457
O -2.772352 1.593839 -1.817195 -0.510 0.025 -0.117 -0.957
H -1.929977 -1.776191 -2.774993 -0.202 -0.385 0.177 0.493
H -2.142030 -1.803910 -1.197141 -0.135 -0.324 -0.269 0.491
O -1.870912 -1.281050 -1.955446 0.418 0.750 0.071 -0.973
H 0.048788 1.773135 -2.154563 0.194 -0.020 0.314 0.476
H 1.554002 1.439014 -1.832546 -0.315 0.213 0.318 0.484
O 0.875829 1.447011 -2.514114 0.236 -0.110 -0.619 -0.957
H 0.544310 -1.437265 -2.078418 -0.064 0.054 -0.073 0.470
H 1.524784 -0.530290 -2.780315 -0.124 -0.180 0.115 0.487
O 1.478929 -1.374558 -2.306419 0.018 0.021 -0.123 -0.960
```
Forces are in eV/Å.

Calculated values
highest occupied orbital energy: -9.110 eV
total charge: 0
orbital gap: 9.272 eV
SMILES: CCSS.O.O.O.O
spin multiplicity: 1
energy relative to the best compared isomer or geometry (same formula, charge and spin): 0.3982 eV

Entry 6:
Density functional theory data (ωB97M-V with the def2-TZVPD basis set) for 5 unconnected molecules or ions with the total composition C2H14O4S2.

```
22
Properties=species:S:1:pos:R:3:forces:R:3:nbo_charge:R:1
C -1.232638 -0.814907 -0.817599 0.502 0.107 0.815 -0.758
S -0.701372 -2.534247 -0.820973 0.539 -0.057 -0.447 0.472
S 1.218779 -2.422363 -0.224061 -0.544 0.631 -0.742 0.422
C 2.036051 -3.169946 -1.658601 -0.061 -0.868 0.162 -0.760
H -0.810388 -0.313162 -1.682970 -0.045 -0.206 -0.352 0.278
H -2.316310 -0.802450 -0.805075 -0.087 0.110 0.097 0.282
H -0.780255 -0.336088 0.053923 -0.433 0.074 0.095 0.257
H 1.846642 -4.244624 -1.638558 0.269 0.004 0.007 0.264
H 1.688666 -2.781120 -2.605980 -0.286 0.427 0.071 0.269
H 3.095183 -2.951980 -1.557974 0.102 -0.105 0.235 0.270
H -1.082030 0.506984 3.877267 0.337 0.054 -0.289 0.481
H -1.129624 1.435816 2.586011 0.184 -0.356 -0.016 0.460
O -1.542113 1.214653 3.420258 -0.687 0.267 0.282 -0.941
H 0.671534 2.443710 2.293797 0.260 0.035 -0.104 0.443
H 0.685165 3.412700 3.426898 0.266 0.081 0.089 0.478
O 1.284037 2.991110 2.795981 -0.443 -0.063 0.023 -0.920
H 3.218890 0.161389 -2.813706 -0.112 0.479 -0.064 0.475
H 2.314562 1.436290 -2.761918 0.302 -0.053 -0.005 0.485
O 2.343995 0.511348 -3.026267 -0.212 -0.480 0.139 -0.958
H -3.980715 1.697424 1.252655 0.099 0.363 -0.163 0.489
H -3.419103 2.741311 0.222858 -0.269 0.107 0.223 0.483
O -3.408950 1.818144 0.484028 0.319 -0.549 -0.056 -0.971
```
Forces are in eV/Å.

Calculated values
highest occupied orbital energy (spin up / spin down): -13.899 / -13.899 eV
total charge: +1
orbital gap (spin up / spin down): 9.733 / 5.878 eV
spin multiplicity: 2
energy relative to the best compared isomer or geometry (same formula, charge and spin): 0.1690 eV
⟨S²⟩: 0.75

Per-record E, eV: -10490.625 -10491.578 -10491.046 -21326.653 -32161.664 -32153.162